# 1
Density functional theory data (ωB97M-V with the def2-TZVPD basis set) for an isolated ion of composition C21H12Cl2N3O8 and charge -1 at a distorted geometry.

- LUMO: 0.94 eV
- HOMO-LUMO gap: 5.83 eV
- Energy relative to the best compared isomer or geometry (same formula, charge and spin): 0.0 kJ/mol
- Net charge: -1
- Spin multiplicity: 1
- SMILES string: CC1(C)OC(=O)C(Cc2ccc([N+](=O)[O-])cc2)([C@]2(C#N)C(=O)C(Cl)=C(Cl)C([O-])=C2C#N)C(=O)O1

Each line ends with the Löwdin charge.
Atoms and positions in Å:
O -1.42680 -1.16049 0.81115  0.177
C -0.39411 -1.11099 0.21149  -0.368
C -2.16474 1.51438 0.51367  -0.011
C 3.85751 -0.41993 2.17428  -0.630
N -0.46681 0.18285 3.50080  0.232
H -0.03235 -3.76946 -2.71387  0.100
C 1.35004 -0.63123 1.75260  -0.234
H 0.29259 1.87465 1.65594  0.155
C 2.77001 -2.68772 2.39425  -0.449
C -0.94625 -1.14366 -2.57408  0.027
O -5.59779 3.35187 -0.71000  0.035
C 1.48656 -2.05665 2.15603  -0.145
C 0.38254 -2.72001 2.73694  -0.246
C 0.32373 -0.18595 2.72038  -0.206
H -0.73640 -0.88847 -3.63852  0.100
Cl 5.18083 0.62788 2.25037  0.744
C 0.75155 -0.06686 0.40091  -0.122
C -2.14363 3.27538 -1.66868  0.011
O 0.00534 -2.21541 -0.57322  0.073
O 1.47286 -0.89881 -1.84819  0.089
H -1.76706 -1.89503 -2.52793  0.110
H -0.00730 2.95032 -1.68461  0.118
O 2.36900 1.44386 2.43681  0.061
O 2.85181 -3.86626 2.68518  0.021
H 0.79215 -2.66871 -3.83780  0.094
Cl 5.46376 -2.50575 2.62412  0.758
N -0.50218 -3.34236 3.23374  0.143
H -2.20706 0.90819 1.41321  0.107
C 2.56253 0.25609 2.05659  -0.297
H -2.13193 4.00405 -2.49337  0.119
C 3.95833 -1.76935 2.39027  -0.574
C 0.71510 -2.97698 -2.78909  0.009
C 0.30356 -1.81306 -1.91097  -0.487
C 0.33306 1.41453 0.61388  -0.078
C 1.56285 0.04941 -0.88008  -0.363
O -4.55273 4.46286 -2.33208  0.036
H -1.28971 -0.23165 -2.03471  0.084
H -4.31413 1.91039 0.62837  0.126
N -4.57134 3.63041 -1.38762  -0.318
H 1.14550 1.95000 0.11705  0.105
C -3.36342 2.08472 0.09626  0.028
C -0.92851 1.80860 -0.11498  -0.172
C -0.95825 2.67788 -1.23027  -0.012
O 2.24827 1.01730 -1.14288  0.120
C -3.36117 2.98277 -1.00029  -0.165
H 1.68418 -3.35358 -2.48103  0.094

# 2
Density functional theory data (ωB97M-V with the def2-TZVPD basis set) for C21H12Cl5F6N6O2OsS as an isolated structure.

- LUMO (spin up / spin down): -5.29 / -5.29 eV
- HOMO-LUMO gap (spin up / spin down): 6.45 / 6.37 eV
- Energy relative to the best compared isomer or geometry (same formula, charge and spin): 38.3 kJ/mol
- Net charge: +1
- Spin multiplicity: 1

Each line ends with the Löwdin charge.
Atoms and positions in Å:
F -0.68052 3.53988 0.62206  0.124
C 0.42786 3.95985 -0.02463  -0.568
C -4.34320 2.55917 -1.71453  -0.347
H 2.52492 1.72275 1.58322  0.103
C -3.31758 1.79006 2.70736  0.017
H 0.01269 -4.88073 -1.67024  0.128
C 3.88799 -1.68497 -2.44018  -0.693
Cl 5.95167 -3.47699 0.46342  0.740
N -3.41846 1.76057 -2.22839  0.122
N -1.57447 0.66184 -1.11294  -0.062
N -3.32214 0.49120 2.03253  -0.083
C 4.86830 -2.40033 -1.75784  -0.696
H -4.60130 -2.09949 0.53235  0.138
F 0.82970 5.09234 0.54999  0.189
N -0.77847 -1.87456 -0.39445  -0.019
O 1.67555 -0.81148 0.35660  -0.344
H -1.90023 -5.57008 -0.19022  0.130
F 3.66644 2.22664 -0.61529  0.158
C 4.75426 -2.59145 -0.37546  -0.686
C -4.44842 -0.23753 1.69697  0.009
H 2.39002 3.45350 1.93423  0.113
S -0.62981 0.44203 1.74338  0.806
C -4.04009 -1.31818 1.01083  0.004
H -3.03449 2.56659 1.99885  0.101
H -5.43776 0.09040 1.96184  0.143
C 2.68932 -1.33226 -0.35302  -0.428
H -4.31811 1.97770 3.08402  0.105
Cl 1.56492 -0.28635 -2.56707  0.832
H 0.68399 -2.52370 -1.69470  0.077
C 2.81698 -1.16218 -1.72774  -0.559
N -5.17902 3.24228 -1.30857  0.130
C -2.26197 -3.55546 0.44014  0.031
Cl 3.50063 -2.28656 2.01074  0.769
C -2.46790 1.23376 -1.63716  -0.269
C -0.53154 -4.16358 -1.07372  -0.003
C -2.23405 -0.12092 1.55924  -0.629
C -1.84690 -2.24082 0.32683  -0.222
H 0.97752 2.42356 2.11639  0.041
N -2.65018 -1.24735 0.93693  0.008
C 1.50783 2.85945 0.07164  -0.375
C 3.67058 -2.06639 0.31997  -0.604
F 3.37439 4.32896 -0.17800  0.183
Os 0.17653 0.11236 -0.40240  1.300
H -2.61549 1.77415 3.53618  0.096
C -0.15600 -2.83808 -1.09572  -0.085
H -3.09061 -3.80053 1.08835  0.129
Cl 6.20122 -3.04640 -2.61170  0.737
F 0.07623 4.21734 -1.28163  0.187
C 1.86937 2.59041 1.52295  0.009
O 1.02797 1.75813 -0.65894  -0.345
C -1.59266 -4.53640 -0.26778  -0.001
Cl 3.98495 -1.44364 -4.13227  0.746
C 2.79431 3.24817 -0.70067  -0.573
F 2.56521 3.47334 -1.99175  0.184

# 3
Density functional theory data (ωB97M-V with the def2-TZVPD basis set) for C21H12Cl6IrNO5S as an isolated structure.

- LUMO (spin up / spin down): 2.43 / 2.04 eV
- HOMO-LUMO gap (spin up / spin down): 5.51 / 7.60 eV
- Energy relative to the best compared isomer or geometry (same formula, charge and spin): 0.0 kJ/mol
- Net charge: -1
- Spin multiplicity: 6

Each line ends with the Löwdin spin population.
Atoms and positions in Å:
H 0.82537 5.03978 -2.77169  0.000
O 0.97101 -1.27285 1.58582  0.571
H 1.02669 5.38256 -1.04363  0.000
H 1.69131 0.83898 0.72087  -0.001
C 0.17900 2.61980 1.77929  0.006
H -0.66845 1.39314 -4.64490  0.000
C 1.38602 -4.84845 4.10152  0.005
C 1.33171 3.32371 -1.58980  0.000
C -0.72796 1.41510 1.56228  0.013
C -2.63166 1.27109 -3.71579  0.002
N -1.40775 -0.40600 -1.93644  0.010
C 1.22428 2.64930 -0.36829  0.001
H -4.37716 0.96619 -2.50801  0.002
S -3.53989 -0.74267 -0.35501  0.151
Cl 3.44171 0.72053 -3.78680  0.000
O -0.76181 -1.23817 -1.13074  0.185
C 0.65750 4.65317 -1.76656  0.000
O -1.03766 0.73392 2.55768  0.109
Cl 0.25377 -7.00132 5.33491  0.053
Cl -2.39045 -6.16067 3.90431  -0.007
C 2.03328 2.72242 -2.62267  0.000
H 2.92167 -0.17967 -1.11233  0.000
C 2.50012 0.80783 -1.24051  0.000
C 0.15718 -3.25582 2.67793  0.173
C -0.96414 -5.20741 3.68377  0.005
H -0.41696 4.55971 -1.59789  0.000
H -3.12259 1.93387 -4.41624  0.000
C -0.99497 -4.08311 2.89307  0.126
Cl 2.85812 -5.35823 4.85419  -0.010
C -1.27264 0.97315 -3.85435  0.004
H 1.06847 2.27281 2.31284  0.001
Cl -2.47908 -3.66661 2.10117  0.136
C -0.69242 0.13346 -2.94674  0.004
H -0.32673 3.34687 2.41184  0.000
C 0.08919 -2.08787 1.90156  0.442
C 1.36653 -3.71992 3.31114  0.131
H 0.34762 -0.15428 -2.94756  0.001
Cl 2.83397 -2.83943 3.07901  0.038
C 0.22429 -5.60891 4.31746  0.185
Ir -1.52591 -1.08722 0.90427  2.520
C -3.33361 0.73496 -2.66663  0.007
O 0.51914 3.31113 0.59121  0.003
C 2.60827 1.47407 -2.44468  0.000
C -2.71790 -0.10815 -1.72790  0.022
C 1.80750 1.40139 -0.19430  0.000
O -1.05521 1.12332 0.38161  0.112
H 2.12123 3.22453 -3.57829  0.000

# 4
Density functional theory data (ωB97M-V with the def2-TZVPD basis set) for C21H12IrN6S6 as an isolated structure.

- LUMO (spin up / spin down): -0.93 / -3.95 eV
- HOMO-LUMO gap (spin up / spin down): 7.31 / 4.38 eV
- Spin multiplicity: 6

Each line ends with the Löwdin spin population.
Atoms and positions in Å:
H 2.93821 -6.78921 3.38013  0.000
S -0.21199 -1.07708 1.63778  0.036
H -3.96399 3.25573 2.31416  0.003
H 5.20260 -6.54989 2.40758  0.000
S -1.28195 2.87427 -2.41900  0.530
N 1.42667 -2.42619 0.22890  0.045
C 0.53745 -1.51410 0.12231  0.057
S 0.78646 -2.40368 4.12119  0.009
N 1.55848 -2.83232 1.53570  0.016
C -3.67370 5.51671 3.63576  0.001
C -2.37417 -0.20890 -5.41041  0.027
C 0.80555 -2.20404 2.49205  0.008
S -2.46930 1.49613 0.76437  0.555
Ir -0.63269 1.30073 -0.84372  2.294
S 0.66137 2.68129 0.63923  0.452
N -3.02352 1.48296 -3.86327  0.038
C 4.44960 -5.79329 2.22355  0.001
C -1.98807 2.95278 1.48661  0.119
C -1.02151 6.63258 3.37612  0.005
C -0.37735 4.69507 2.06469  0.010
C 0.08438 -0.71340 -5.73742  -0.001
C -1.04255 0.04710 -5.10317  -0.002
H 4.00640 -2.84731 0.60170  0.000
N -0.71919 0.98536 -4.20959  0.041
C -2.96174 3.65677 2.24362  0.043
C 3.18194 -5.92497 2.77591  0.000
N -0.76295 7.64474 3.85535  0.024
C -1.72631 1.63709 -3.62969  0.072
H 5.73424 -4.58600 0.99651  0.000
H -0.17698 -1.04223 -6.74172  0.000
H 0.31669 -1.59882 -5.14031  0.000
C 2.21491 -4.95578 2.55249  0.001
N -4.47838 6.05814 4.25236  0.003
C 2.53652 -3.85461 1.78044  0.001
H 1.22387 -5.05277 2.97594  0.000
C -2.66131 4.83270 2.86619  0.020
C -0.65236 3.47101 1.41502  0.143
H -2.64631 -0.97025 -6.12960  0.002
S 0.10506 -0.81992 -1.42268  0.396
C -1.34419 5.36753 2.76038  0.054
C 4.75037 -4.69032 1.43679  0.000
C 3.79276 -3.71268 1.21525  0.001
H 0.97597 -0.09117 -5.77106  0.000
H 0.62060 5.10819 2.00410  0.002
H -4.38825 0.41271 -4.97279  -0.001
C -3.33131 0.54935 -4.76771  -0.001

# 5
Density functional theory data (ωB97M-V with the def2-TZVPD basis set) for C21H13Cl3GeN3O8Ti as an isolated structure.

- LUMO (spin up / spin down): -1.13 / -1.12 eV
- HOMO-LUMO gap (spin up / spin down): 6.29 / 6.31 eV
- Energy relative to the best compared isomer or geometry (same formula, charge and spin): 44.4 kJ/mol
- Spin multiplicity: 2

Each line ends with the Löwdin spin population.
Atoms and positions in Å:
O -0.89729 -0.06409 2.22336  0.009
C -0.48675 -3.54585 3.12498  0.000
C 0.54379 2.26237 0.53235  0.009
Cl 3.36747 1.62095 -1.26298  0.000
Ge 3.15674 -0.83708 -1.53889  0.001
H -0.46613 1.26684 -5.39364  0.000
H -0.04066 -5.64518 3.12218  0.000
Cl 1.94560 -0.99865 0.62610  0.005
C 3.06406 3.89586 2.67638  0.000
H 0.92241 6.49213 2.24809  0.000
C 1.22082 3.26796 1.29215  0.001
C -1.08794 1.03284 -4.54150  -0.003
C -3.21311 0.92334 -3.40733  -0.003
H -2.94136 1.70330 -5.38789  0.001
C -3.17475 -0.11846 -1.03306  0.001
Ti -0.35504 -0.66382 -0.61287  0.927
N -0.55437 -2.47596 0.99668  0.005
C -0.64809 -2.42763 2.31763  0.002
H 2.82802 1.94208 1.78955  0.000
H -1.36055 -0.18727 4.47375  0.000
O -0.30603 -4.64444 -1.81445  0.001
C 2.41667 2.93208 1.92372  0.001
O -1.19111 -1.09892 4.19182  0.000
O -2.26209 -0.59413 -0.21844  -0.006
C 1.33372 5.49603 2.15792  0.000
C 2.52628 5.17120 2.79105  0.001
C -0.31367 -3.56604 -1.07342  0.004
C -0.10290 -4.81475 1.14376  0.000
C -0.51466 0.47457 -3.41543  0.008
C -2.45888 1.26483 -4.52457  0.011
H -0.25766 4.77767 0.90299  0.000
C -0.19341 -4.75719 2.52508  0.000
O -0.46825 -2.47787 -1.59826  0.012
H -0.57837 -3.45099 4.19606  0.000
H 3.99865 3.65430 3.16364  0.000
H -4.28260 1.07007 -3.35888  0.000
O -4.36225 -0.07107 -0.83443  0.005
H -0.03201 -5.42832 -1.32363  0.000
Cl 2.51920 -3.32279 -1.72080  0.000
O 1.16316 -0.34235 -2.02573  -0.004
O 1.75763 0.20487 -4.11949  0.002
H 0.12866 -5.75372 0.65953  0.000
N -0.00244 1.43046 -0.03457  0.004
H 3.04367 5.92114 3.37520  0.000
N -1.24484 0.17093 -2.35108  -0.006
C -2.55502 0.36529 -2.32750  0.009
C -0.89317 -1.06111 2.88542  0.001
C 0.93797 0.11438 -3.24759  0.001
C -0.30055 -3.65062 0.42250  0.001
C 0.67139 4.54277 1.40454  0.001

# 6
Density functional theory data (ωB97M-V with the def2-TZVPD basis set) for C21H14HfN6Se as an isolated structure.

- LUMO: -15.04 eV
- HOMO-LUMO gap: 5.10 eV
- Net charge: +4
- Spin multiplicity: 1

Each line ends with the Löwdin charge.
Atoms and positions in Å:
H -1.78554 4.66144 -1.36494  0.166
H 1.20035 1.60265 -1.40618  0.130
H 2.22760 -1.38230 -3.08424  0.141
C -1.21048 -1.20054 1.89111  -0.046
C -3.13478 0.29249 -1.46646  -0.226
H 0.70874 -1.33666 4.66340  0.161
C 1.45259 -1.28646 2.64647  -0.034
C 2.09983 -1.27477 0.25578  -0.136
N 3.30741 -1.37930 4.22452  -0.175
N 1.67047 -1.27684 -1.07193  -0.105
C -0.90332 -1.25449 3.23165  0.047
H -3.33351 -1.73643 -1.11298  0.138
H -2.92645 -1.39074 -2.62640  0.147
C -0.16632 3.24960 -1.40579  0.038
C 0.16453 1.91896 -1.40318  -0.047
C 3.45077 -1.32884 0.56577  -0.035
Se 5.06748 -1.44360 4.12220  1.394
C -2.14152 1.27777 -1.39922  -0.157
C 2.86053 -1.33602 2.98873  -0.334
C 3.84731 -1.35197 1.96035  -0.334
H 0.61639 3.99607 -1.42451  0.151
C -3.90060 2.97055 -1.34396  0.073
H -5.90730 2.23436 -1.36084  0.151
H 5.43996 -1.45278 -0.24898  0.160
N -0.78049 0.92881 -1.40004  -0.108
C -4.46665 0.63623 -1.44429  0.060
C -2.52452 2.63573 -1.36148  -0.105
C -1.50922 3.61141 -1.37301  0.135
H -2.24088 -1.15576 1.55734  0.133
Hf -0.45814 -1.09357 -1.13514  2.096
H -4.18790 4.01527 -1.32004  0.157
H -5.23297 -0.13012 -1.51265  0.154
C 2.59608 -1.35964 -2.06392  -0.049
N -2.71092 -1.12801 -1.65554  -0.005
N 5.09915 -1.40988 2.35882  -0.174
C 3.95062 -1.41634 -1.80661  0.048
C 0.42989 -1.29523 3.61474  0.139
C 1.09620 -1.24705 1.30539  -0.126
H 4.64932 -1.48286 -2.63059  0.154
C -4.85418 1.98483 -1.36891  0.034
C 4.38308 -1.39984 -0.49170  0.136
H -1.70022 -1.26405 3.96395  0.153
N -0.24236 -1.20205 0.93330  -0.096